{"formula": "C29H23F12N3O5SScSe", "method": "wB97M-V/def2-TZVPD", "e_lumo_ha": 0.0916, "largest_force_ha_per_bohr": 0.035, "mol_weight_da": 877.478, "de_lowest_kcal_mol": 0.0, "gap_ev": 6.830, "total_charge": -1, "elements": ["Sc", "C", "C", "C", "C", "C", "N", "C", "C", "C", "C", "C", "C", "C", "C", "O", "C", "F", "F", "F", "C", "F", "F", "F", "C", "C", "C", "O", "C", "F", "F", "F", "C", "F", "F", "F", "H", "H", "H", "H", "H", "H", "H", "H", "H", "H", "H", "H", "C", "S", "O", "O", "O", "H", "H", "H", "C", "N", "C", "Se", "N", "C", "C", "C", "C", "C", "C", "H", "H", "H", "H", "H", "H", "H", "H"], "xyz": [[-0.43, -0.07, 0.01], [-3.51, -6.05, -0.36], [-2.70, -4.89, 0.17], [-1.40, -5.05, 0.63], [-0.67, -3.96, 1.07], [-1.16, -2.66, 1.06], [-0.33, -1.57, 1.40], [0.58, -1.66, 2.45], [0.27, -2.45, 3.57], [1.12, -2.57, 4.65], [2.35, -1.92, 4.67], [3.30, -2.06, 5.83], [2.64, -1.09, 3.60], [1.78, -0.91, 2.51], [2.22, 0.07, 1.37], [1.20, 0.65, 0.68], [3.08, -0.75, 0.35], [2.34, -1.70, -0.21], [4.15, -1.34, 0.91], [3.54, 0.03, -0.66], [3.09, 1.26, 1.89], [4.36, 0.91, 2.22], [3.22, 2.22, 0.95], [2.54, 1.84, 2.96], [-2.49, -2.48, 0.58], [-3.22, -3.60, 0.17], [-3.17, -1.08, 0.53], [-2.35, -0.06, 0.10], [-4.39, -0.99, -0.47], [-4.74, 0.29, -0.69], [-5.52, -1.61, -0.06], [-4.05, -1.51, -1.66], [-3.72, -0.77, 1.97], [-4.65, -1.67, 2.34], [-4.28, 0.44, 2.04], [-2.75, -0.84, 2.89], [-3.07, -7.00, -0.07], [-4.54, -6.02, 0.01], [-3.56, -6.02, -1.46], [-0.95, -6.03, 0.63], [0.35, -4.11, 1.41], [-0.68, -2.96, 3.58], [0.82, -3.18, 5.50], [3.29, -3.07, 6.23], [4.33, -1.82, 5.53], [3.04, -1.38, 6.65], [3.59, -0.57, 3.62], [-4.24, -3.48, -0.17], [1.17, -0.46, -3.51], [-0.36, -0.26, -2.67], [-1.39, -0.23, -3.66], [-0.41, -1.37, -1.68], [-0.24, 0.98, -1.86], [1.27, -1.51, -3.76], [1.97, -0.14, -2.84], [1.12, 0.16, -4.41], [0.23, 4.90, 1.63], [-0.70, 4.27, 0.70], [-1.23, 3.02, 0.87], [-1.10, 1.86, 2.26], [-1.95, 2.77, -0.26], [-1.84, 3.81, -1.17], [-2.33, 3.99, -2.44], [-2.05, 5.20, -3.07], [-1.29, 6.19, -2.44], [-0.78, 5.99, -1.16], [-1.06, 4.78, -0.55], [0.29, 4.28, 2.51], [-0.14, 5.89, 1.90], [1.21, 4.99, 1.17], [-2.41, 1.88, -0.39], [-2.90, 3.21, -2.94], [-2.41, 5.37, -4.08], [-1.09, 7.12, -2.95], [-0.18, 6.75, -0.66]]}

=====

{"formula": "C3H4N2O", "method": "wB97M-V/def2-TZVPD", "e_lumo_ha": [0.0361, -0.0404], "largest_force_ha_per_bohr": 0.055, "mol_weight_da": 84.078, "de_lowest_kcal_mol": 7.9, "multiplicity": 3, "gap_ev": [8.773, 9.045], "total_charge": 0, "elements": ["C", "C", "C", "N", "N", "O", "H", "H", "H", "H"], "xyz": [[1.39, -0.76, -0.27], [-0.82, 1.03, 0.72], [-0.70, -0.35, 0.16], [0.90, -0.17, -1.33], [-0.33, 0.15, -1.19], [0.43, -0.97, 0.68], [2.34, -1.00, 0.04], [-1.77, 1.53, 0.24], [0.22, 1.48, 0.91], [-1.65, -0.94, 0.03]]}